The following is a DFT calculation (ωB97M-V/def2-TZVPD) of the molecule C5H5NSi.

Total charge: 0
HOMO (eV): -9.334
Orbital gap (eV): 8.218
LUMO (eV): -1.1

Atoms and positions in Å:
C1 2.854 -0.096 0.246
C2 -1.541 -0.235 -0.190
C3 -0.867 0.946 0.173
C4 -1.098 -1.480 -0.015
C5 0.435 1.270 -0.086
N1 3.844 -0.315 0.807
Si1 1.417 -0.001 -1.100
H1 -2.532 0.018 -0.491
H2 -1.585 1.663 0.558
H3 -0.197 -1.619 0.596
H4 0.832 2.278 -0.039
H5 -1.562 -2.430 -0.459

The following is a DFT calculation (ωB97M-V/def2-TZVPD) of a cluster of 2 separate species, C5H5O2 in total.

Total charge: -1
HOMO (eV): -1.569
Orbital gap (eV): 5.614
LUMO (eV): 4.0

Atoms and positions in Å:
C1 -1.110 0.240 -1.156
C2 -0.503 -0.232 -0.123
C3 -0.904 -2.759 -2.339
C4 0.031 -0.757 -1.420
C5 -0.241 -0.185 1.316
O1 -2.019 -2.839 -2.024
O2 -0.036 -3.371 -2.813
H1 -1.932 0.731 -1.637
H2 1.026 -0.348 -1.877
H3 -0.303 0.844 1.704
H4 0.842 -0.447 1.344
H5 -0.843 -0.825 1.810

- Which formula does entry 2 have?
  C5H5O2

- The highest HOMO belongs to which entry?
  C5H5O2

- What is the HOMO in the second record?
  -1.569 eV